C43H47InN5O5 | the ωB97M-V functional and the def2-TZVPD basis

Last column: Mulliken charge in e.
Geometry (Å):
C: -1.0949 -1.2775 5.6456  -1.1007
N: 1.5381 0.6732 -1.4717  -0.2686
H: -0.5115 0.5499 -4.0800  1.4398
C: -4.1770 -3.1252 4.1311  -1.0971
O: -0.2650 -1.2683 -1.3319  -0.6770
H: 1.0642 -0.5471 -5.4036  0.2988
H: -3.4232 -3.6526 4.7118  0.2499
C: -2.3896 -0.9231 2.1729  -0.0400
H: -0.4168 -0.4941 5.9930  0.4066
H: 1.5523 0.2894 -6.8860  0.3733
C: 5.4558 0.2644 -3.7007  -1.0250
C: 4.0510 0.3993 2.0797  0.5999
H: 7.3729 -0.3312 1.5486  0.3798
H: 1.1071 1.9838 -5.2033  0.3334
C: -2.4373 0.6762 -1.6882  -0.0548
H: -6.3903 -0.4087 -1.6751  0.4008
C: -3.7556 0.3203 -2.1435  0.7912
H: -1.6518 5.1527 -0.8671  0.4271
C: 3.6489 0.7643 -0.3486  -0.1893
C: -1.4106 -1.0729 4.1976  0.9115
C: 2.0034 1.3712 -5.0663  -1.1443
H: -4.7358 -1.0955 3.6646  0.4140
H: 5.8493 0.9533 3.0614  0.3775
H: 0.4690 -2.7443 5.3320  0.1407
H: 6.1345 -1.3792 2.2539  0.2370
H: 5.9746 -0.8384 0.5894  0.2529
H: -6.0801 -0.8761 0.0031  0.4226
C: -0.4526 -2.6442 5.9001  -0.9137
C: -4.3138 0.5013 -3.5193  -1.1384
H: 2.9537 0.2493 5.2428  0.3998
H: 4.9315 -0.2002 -4.5321  0.2138
H: -5.0168 -2.9857 -0.7638  0.2814
H: 4.2309 -1.7822 5.8942  0.3784
H: -3.9690 1.4469 -3.9390  0.3524
H: 2.8588 1.9307 -5.4545  0.3168
H: -2.4782 5.6687 -2.9108  0.2952
H: -5.4062 0.5365 -3.4646  0.3723
H: -2.0738 2.4162 -4.1453  0.7492
C: 3.1788 0.4316 0.9317  0.1495
C: -0.5334 -0.9763 -2.5160  -0.0151
C: -2.6121 -1.2390 3.5639  0.3195
H: -4.0467 -0.4140 -5.4794  0.4115
C: 2.1799 1.1207 -3.6058  0.8914
C: -0.3797 3.3391 0.8532  -0.0575
C: 3.7085 -0.1476 4.5614  -1.1573
C: -1.9105 3.8749 -2.6229  0.5286
H: -2.8477 -0.9129 -4.2731  0.1104
C: -0.2991 0.5278 -3.0085  -0.4149
C: 0.8746 -0.4560 3.4586  0.0053
C: -3.4236 -0.9415 1.2197  -0.0856
H: -0.2235 -2.7743 6.9572  0.3817
H: -4.1290 -3.4842 3.1059  0.2910
H: 4.7271 -2.0218 4.2168  0.2436
C: 3.9396 -1.6312 4.8564  -1.0088
C: 6.3051 -0.5419 1.5814  -1.0345
N: 1.9187 0.1018 1.2991  -0.6728
H: 2.7606 -0.5013 -5.8637  0.2726
H: 1.1328 -0.5598 4.5041  0.0574
In: -0.0308 0.3911 0.2294  2.8451
C: 4.7047 1.5184 -3.2479  -1.2161
C: -0.4670 -0.6824 3.1798  0.0180
O: -0.3304 4.4652 1.3287  -0.8083
N: -2.2552 0.2821 -0.4469  -0.1703
H: 6.4671 0.5152 -4.0195  0.3884
C: -1.4910 4.1850 -1.3137  -1.1060
H: 5.5117 -0.4552 -2.8864  0.2683
O: -2.4542 4.8506 -3.4219  -0.6155
H: -6.6608 -2.8635 -1.4175  0.3942
C: -3.8943 -0.6617 -4.4296  -0.9943
C: 3.3066 1.1953 -2.8315  0.5444
H: -1.1265 -3.4401 5.5925  0.2412
C: 5.5187 0.6813 2.0568  -1.1686
H: 4.6355 0.4026 4.7376  0.4186
H: 4.6789 2.2380 -4.0716  0.4656
C: -1.7904 2.6103 -3.1228  -2.2661
O: -0.9223 -1.7349 -3.3920  -0.8330
C: -5.6633 -2.4248 -1.4351  -0.9674
C: -4.3449 -0.3410 -1.0929  0.6076
C: -3.3658 -0.3800 -0.0309  -1.2259
C: 1.8351 0.0711 -5.8568  -1.1205
N: -0.6606 1.9935 -1.0830  0.1510
H: 3.0368 -2.2046 4.6608  0.1978
C: -3.9252 -1.6155 4.1803  -1.1437
C: -1.2936 1.4979 -2.2624  2.2660
H: -3.9452 -1.2915 5.2245  0.4037
C: 1.9360 -0.1196 2.6394  -0.1047
C: 1.0991 0.7881 -2.7107  -0.0844
H: -2.0133 -1.2041 6.2331  0.3574
C: -5.7042 -0.9534 -1.0203  -1.2662
O: -0.1122 2.2599 1.4614  -0.5134
C: -0.8545 3.1780 -0.5991  0.0934
H: 5.7247 1.5300 1.3995  0.4058
H: -4.3537 -1.4051 1.5238  0.4235
N: -1.0864 -0.5971 1.9790  -0.5582
H: -4.4818 -1.5500 -4.2051  0.2377
H: 4.7127 0.9403 -0.4437  0.2558
H: 5.2435 1.9772 -2.4144  0.4096
C: 2.8877 0.8814 -1.4814  -0.8374
H: -5.1588 -3.3649 4.5394  0.3802
C: 3.2755 0.0545 3.1476  0.6707
H: -5.2559 -2.5116 -2.4387  0.1729

As for the charge: -1. Its frontier orbital gap (spin up / spin down) is 3.952 / 4.149 eV. For the HOMO energy (spin up / spin down), the calculation gives -3.4095 / -3.5607 eV.

***

C54H120F4N8O8S4 | the ωB97M-V functional and the def2-TZVPD basis

Last column: Mulliken charge in e.
Geometry (Å):
C: -4.2637 -1.0993 -3.7009  0.4859
H: -8.5061 2.1501 -4.5592  0.3961
C: 10.4283 -2.9122 -1.8579  -0.7891
H: 2.2078 0.2083 0.7562  0.1513
H: -6.0572 1.2841 -5.1599  0.3842
H: 5.3237 3.2208 1.7192  0.2574
H: -0.2555 -0.7346 -3.0921  -0.1124
H: 0.6762 -0.9467 -6.9025  0.3685
C: 5.5698 2.1627 1.6300  -0.8932
H: 11.8452 -4.2785 -1.0134  0.3282
H: -4.2803 -3.2460 -3.3468  0.4114
H: 6.2625 -1.7436 0.3194  -0.3176
F: 0.6175 2.6678 -1.9562  -0.2444
C: -1.8901 6.4690 0.1554  -0.2844
O: -1.6995 2.7689 -1.7701  -0.1457
H: -8.2569 -6.4864 5.9263  0.3993
C: -1.9160 4.3635 1.6518  -0.5106
H: 2.5932 2.9675 4.3065  0.1584
H: -3.1600 3.5941 3.3242  0.3403
H: -1.3775 3.9184 0.8152  0.1464
H: -1.8046 -3.8246 4.4418  0.5499
H: -1.0270 -2.1923 -3.7014  0.2909
H: -5.0296 -0.0901 -0.4500  0.3881
C: 2.4296 -0.2798 -4.5901  -0.2995
H: 6.1603 -3.3678 -0.3240  0.2610
C: -3.4368 6.3178 2.1663  -0.8007
C: 8.7632 -0.8882 -0.1351  -1.3339
H: 3.7483 4.0509 3.3756  0.2821
H: 2.8066 3.0930 1.2721  0.3713
H: 5.2402 0.5146 3.0114  0.4965
N: 0.8420 -1.8915 -0.1694  -0.0113
C: 2.1515 -5.8215 -2.3821  -1.4870
O: -0.1058 -4.1448 0.4571  -0.6646
H: 6.0930 0.7509 0.0910  -0.6327
C: 5.3855 1.5723 0.2047  0.1328
C: 11.7244 -3.1972 -1.0783  -0.6415
S: -1.8583 4.8844 -3.8613  0.9898
H: -3.9521 -0.5201 -4.5701  0.3121
H: 5.4138 -2.5541 2.4677  0.3347
H: 8.0270 -2.3727 1.9730  0.4280
H: -3.6076 -3.2714 6.3110  0.3429
C: -8.0374 -5.4242 5.8178  -1.5641
C: 6.5108 -2.7844 0.5274  0.9123
C: 2.3424 -4.3779 -2.9103  -0.1637
H: -2.2955 -2.2320 4.5901  0.2179
C: -6.5799 -4.9957 5.5847  -0.5544
H: 3.4156 2.1593 -0.3799  0.2117
N: -2.8130 5.5133 0.9825  0.7707
C: -4.2675 7.6199 1.6751  -0.6779
C: 2.7146 -0.7474 -6.0965  -0.9171
H: 1.8867 -1.1053 -2.5644  0.1210
H: -4.0846 -4.6706 5.2770  0.4502
N: 3.3476 1.2486 2.4249  0.4720
H: 0.2500 -3.2841 -5.7710  0.3356
N: -5.1247 -2.8495 4.8645  0.2917
H: -5.8968 -1.4766 -2.2492  0.4689
O: 1.0212 -2.8358 2.2097  -0.6601
H: 1.8848 -2.1451 -7.4105  0.4100
H: -4.2687 1.6867 -3.7934  0.2833
H: -3.7589 0.7042 -1.4559  0.1199
H: -2.9559 -4.4073 2.5750  0.3405
H: -8.4876 -5.0179 6.7235  0.3550
H: 1.4629 0.2184 -4.6634  -0.1120
C: -2.6720 3.2493 2.4126  -0.0102
H: -4.6192 4.2783 0.6864  0.2439
C: -3.0481 -3.3479 2.8142  0.1565
H: 10.4243 -1.7212 1.8111  0.4186
S: -0.6922 -1.3175 -0.0951  0.6039
H: 0.6213 -3.2649 -2.1640  0.3538
N: -0.3348 4.2793 -3.3022  -0.4616
C: -5.5472 -2.8682 3.3842  -1.0189
C: 2.1571 -1.4194 -3.5725  -0.4135
C: 2.5880 2.5404 2.1858  -0.4728
C: -5.0711 -1.3931 5.3881  -0.8030
H: 2.3212 5.6348 3.7880  0.4883
N: 1.0457 -2.2604 -4.0670  0.6367
H: 2.7218 0.1920 -6.6493  0.4578
H: -1.1088 4.8306 2.2161  0.4034
F: 2.2191 -3.6999 0.3776  -0.3406
H: -1.9784 1.4876 3.6569  0.4464
C: -4.3179 -2.5536 2.4653  -0.1020
H: 8.2587 -2.9323 -1.7449  0.5348
H: -6.9247 1.8010 -1.1752  0.4362
H: -4.1513 5.7398 2.7524  0.3661
C: 9.1336 -3.1161 -1.1213  -0.7305
H: 8.1995 -3.9599 1.3521  0.5158
C: -6.3249 2.0623 -4.4452  -1.0933
O: -2.6484 3.8330 -4.5384  -0.4863
H: 1.8281 -0.1597 3.3706  0.2842
H: -8.6105 -5.0911 4.9525  0.3694
H: -8.9700 1.3342 -2.1997  0.3877
N: 9.0772 -2.3301 0.1795  0.6824
H: 1.2111 4.8193 2.5295  0.1328
H: 11.7614 -1.2437 -0.0954  0.3376
H: -5.2043 -1.4107 6.4698  0.3927
H: -0.7835 2.7252 3.4689  0.2650
C: 3.2177 0.5074 1.0369  -0.5175
H: -1.1236 1.7250 2.1221  0.0191
C: 3.9143 1.2243 -0.1246  -0.5704
H: -3.1573 7.5799 -1.1230  0.2066
C: -3.8931 4.8815 0.1415  -0.9778
H: -4.3225 5.7072 -0.4260  0.6688
H: 10.3113 -1.8513 -2.0789  0.3441
H: 6.6458 2.1068 1.7950  0.5880
H: -4.0229 -1.0961 5.4226  0.2786
C: 1.0113 -3.5653 -3.1365  -0.5845
H: -2.5632 6.5052 2.7906  0.4714
H: -0.5179 -0.9447 -4.8610  0.4009
H: -1.8557 8.5876 -0.5528  0.4941
C: 2.7315 0.4094 3.5899  -0.9925
C: 1.4634 -1.6163 -6.5557  -0.7671
C: -5.2416 1.8453 -3.3282  -0.3057
H: -5.9200 -3.8833 3.2474  0.4271
H: -6.1928 -5.5477 4.7282  0.4595
H: -6.0327 2.9783 -4.9587  0.4625
C: -0.2694 -1.4405 -3.9226  -0.6560
H: 1.9447 -3.4865 -5.4997  0.5074
H: -5.6460 -0.6548 4.8291  0.2906
C: 7.9908 -2.9363 1.0408  -1.0919
H: 3.0605 -2.0234 -3.4886  0.3956
H: -2.1587 -3.0141 2.2797  -0.4637
H: -4.1177 9.2189 0.2254  0.3375
C: 10.3543 -2.4393 0.9941  -0.7438
H: 3.1732 0.4799 -4.3497  0.5389
C: -2.6939 -3.2078 4.3123  -0.8347
H: 1.3194 -5.8429 -1.6784  0.2910
C: -7.7298 2.2042 -3.7959  -0.7059
H: -3.4485 -2.8331 -4.7627  0.3080
H: -4.5469 -2.7093 1.4111  0.5296
H: 1.5758 2.1542 2.3057  0.1828
H: 4.4514 -3.1737 1.1939  0.1891
H: 8.4255 -0.3616 0.7575  0.3261
H: 3.6124 -0.4454 1.3897  0.3925
C: 4.8087 1.4964 2.8165  -0.6019
N: -5.6362 0.7242 -2.3594  0.5428
C: 2.7631 3.5873 3.4261  -0.3585
H: 3.0844 -3.8613 -2.3015  0.2043
H: -4.0990 -1.4933 2.5914  0.1136
H: -4.4583 8.0840 2.6427  0.4732
H: -6.3300 -0.7740 -3.7176  0.4912
H: -5.0667 -2.9609 -4.8628  0.3970
H: -4.8933 1.6952 -0.5225  0.3901
H: -3.3599 4.1843 -0.5049  0.0011
H: -3.4094 -1.0182 -3.0289  -0.1556
H: 8.0168 -0.7822 -0.9222  0.4089
H: 3.6900 -1.2101 -6.2464  0.3721
H: 5.7882 2.3305 -0.4670  0.5148
H: -8.3174 0.2144 -3.4479  0.3075
H: -1.2120 6.9034 0.8899  0.4555
O: -1.1717 -1.0413 1.2420  -0.3159
C: -5.5235 -0.7637 -2.9844  -0.8574
H: 2.7613 -4.4183 -3.9158  0.4063
H: 9.1635 -4.1488 -0.7740  0.3697
H: 0.2292 -4.1296 -3.6444  0.3659
H: 2.6514 0.8346 4.5904  0.4620
C: 11.7574 -2.2808 0.2401  -0.7903
H: -1.4880 5.9167 -0.6940  0.0404
F: -1.2758 5.8540 -5.0317  -0.2647
H: -7.2463 -2.9114 5.4587  0.5043
F: -0.4880 0.2007 -0.7058  -0.2483
H: 12.5260 -2.7286 -1.6493  0.3753
C: -8.1078 1.0766 -2.8148  -0.5252
C: -7.0385 0.9041 -1.7841  -0.6636
H: -5.1749 7.2073 1.2342  0.3317
H: -6.1178 -5.4743 6.4482  0.3905
H: 10.3975 -3.4654 1.3595  0.4109
H: 1.1700 4.6277 4.3189  0.3982
H: 3.0561 -6.1662 -1.8812  0.3566
C: -3.4685 8.4840 0.7015  -0.8593
C: -6.3371 -3.4763 5.6645  -0.6602
S: -0.7154 2.9477 -2.7957  0.7852
H: 12.6589 -2.3315 0.8509  0.4273
H: 10.5132 -3.3440 -2.8552  0.4061
H: -2.8158 9.0046 1.4022  0.3245
O: -2.5799 5.8039 -2.9799  -0.5369
C: -2.5179 7.7722 -0.2615  -0.6311
H: -6.1363 -3.3015 6.7215  0.5164
H: -6.3710 -2.1850 3.1775  0.3777
S: 0.7657 -3.0545 0.7852  1.0628
C: 5.4831 -3.1257 1.5422  -1.6296
O: -0.5440 1.8701 -3.8515  -0.6666
H: 9.6333 -0.3237 -0.4705  0.5804
H: 5.6820 -4.0714 2.0464  0.5259
H: -3.3928 2.7374 1.7750  0.0156
C: 1.8050 4.7400 3.4401  -1.2850
H: 3.7962 0.6944 -1.0698  0.3854
C: -4.3244 -2.5458 -4.1810  -1.6249
H: 3.3324 -0.4999 3.6030  0.3968
C: 1.1547 -2.7355 -5.5091  -0.6422
H: -5.2237 2.7764 -2.7619  0.2232
H: -7.2693 0.0775 -1.1121  0.4113
C: -1.6096 2.2347 2.9540  -1.0161
H: 1.7775 -6.5745 -3.0758  0.4367
H: 4.7572 2.0843 3.7330  0.4883
H: -7.6631 3.2104 -3.3823  0.3265
C: -3.8625 -3.6038 5.3047  -0.7271
C: -4.7797 0.7646 -1.0785  -1.0140
O: -1.5981 -1.8937 -1.0896  -0.5289

As for the charge: +4. Its frontier orbital gap is 9.254 eV. For the HOMO energy, the calculation gives -16.0501 eV. The energy relative to the best compared isomer or geometry (same formula, charge and spin) comes out at 159.92 kcal per mole.